Formula: C19H45BClN4O8P4
Source: the Open Molecules 2025 dataset
Level of theory: the ωB97M-V functional and the def2-TZVPD basis

Computed properties:
- F_max (eV/A) = 8.3
- orbital gap (eV) = 7.08
- HOMO (eV) = -10.41
- lowest unoccupied orbital energy (eV) = -3.34

Structure (ORCA input):
```
! wB97M-V def2-TZVPD RIJCOSX def2/J DEFGRID3
* xyz 1 1
C 1.09286 -5.12246 -1.12662
C 0.81378 -3.85481 -0.06719
N 0.55751 -2.54737 -0.70247
C 1.29055 -1.32972 -0.18694
P 3.13649 -1.78027 -0.17139
C 4.32123 -0.68025 0.72545
C 5.73381 -0.26606 0.02710
C 3.77169 -2.98224 -1.42874
C 5.00613 -2.45293 -2.42636
N 0.93798 -0.29932 -1.30103
P 1.22445 -1.16518 -2.82470
P -0.77100 -1.69568 -3.66665
O -1.96658 -1.35572 -2.69613
O -1.09332 -0.91820 -5.18942
O -0.73455 -3.46867 -3.77455
C 1.49252 1.05887 -1.11105
P 1.80261 2.15589 -2.64323
N 2.59459 3.65281 -1.96608
O 0.35664 2.68045 -3.44827
C 0.71452 1.78915 0.15170
C -0.28728 3.01864 -0.24310
B -1.76066 2.66926 -0.84110
O -2.20863 1.41068 -1.46749
O -2.80473 3.75012 -0.73422
C 0.15125 0.75358 1.29498
C 0.21890 1.50332 2.79112
C -1.28474 2.16494 3.11524
C -2.30095 1.12917 3.87455
C -3.38242 0.36615 2.91146
N -4.72908 1.04262 2.78527
C -5.84021 0.05704 3.16519
C -5.05627 1.43943 1.35665
C -5.49048 3.00108 0.94199
O -5.07518 0.57455 0.30397
C 0.71134 -0.77178 1.28123
O 1.69212 -1.06672 2.38311
Cl -0.78569 -1.76586 1.90279
H 1.02527 -4.67176 -2.21312
H 0.24079 -5.95358 -1.03173
H 2.13666 -5.57710 -0.85337
H 1.57915 -3.92044 0.81122
H -0.22366 -4.17917 0.43823
H -0.46442 -2.39101 -0.83576
H 4.60006 -1.17282 1.77766
H 3.77720 0.34052 1.02128
H 5.65999 0.41097 -0.92386
H 6.29690 -1.28244 -0.24048
H 6.44260 0.26841 0.82138
H 2.95826 -3.38479 -2.20506
H 4.19554 -3.96610 -0.90856
H 4.90571 -1.28408 -2.47811
H 4.80870 -2.84090 -3.53564
H 6.05898 -2.84190 -2.09746
H -0.12426 -0.22095 -1.25471
H 1.78948 -0.37036 -3.87740
H -2.00967 -0.48398 -5.06055
H -1.22726 -3.86663 -2.98505
H 2.61789 0.93077 -0.72373
H 2.08559 4.50951 -2.34075
H 2.49253 3.65894 -0.91802
H 0.31314 3.69269 -3.31628
H 1.58718 2.36671 0.74039
H -0.47749 3.60854 0.77977
H 0.18431 3.83801 -0.95718
H -3.03437 1.55576 -2.01934
H -2.71698 4.22845 0.14414
H -1.02761 0.66159 1.12347
H 0.39413 0.75445 3.67348
H 1.08363 2.30244 2.85496
H -1.81457 2.58937 2.16458
H -1.06155 3.07996 3.83957
H -2.89279 1.72417 4.70801
H -1.67316 0.30221 4.41869
H -3.01280 0.12330 1.82890
H -3.59195 -0.69231 3.42302
H -6.08283 -0.72541 2.32851
H -5.63427 -0.52398 4.16079
H -6.83273 0.69662 3.34336
H -4.85405 3.71268 1.61632
H -5.30775 3.14397 -0.21056
H -6.64816 3.06333 1.11396
H 1.42943 -1.90820 2.86004
*
```



Formula: C6H11N
Source: the Open Molecules 2025 dataset
Level of theory: the ωB97M-V functional and the def2-TZVPD basis

Computed properties:
- energy above the lowest of the compared OMol25 structures with the same formula, charge and spin (kcal/mol) = 39.6
- F_max (eV/A) = 1.4
- orbital gap (eV) = 9.94
- HOMO (eV) = -8.84
- lowest unoccupied orbital energy (eV) = 1.10

Structure (ORCA input):
```
! wB97M-V def2-TZVPD RIJCOSX def2/J DEFGRID3
* xyz 0 1
C -2.90585 -1.39635 -0.87388
C -1.92167 -1.36630 0.01405
C -0.73809 -0.48203 -0.14689
C -0.31132 0.27504 0.85900
C 0.82314 1.24267 0.84414
C 1.83132 1.16653 -0.29127
N 2.40212 -0.16085 -0.50888
H -2.76184 -1.01345 -1.87943
H -3.88586 -1.80929 -0.67092
H -1.94501 -1.83758 0.99111
H -0.16744 -0.53293 -1.06020
H -0.97594 0.36501 1.71613
H 1.32421 1.24855 1.81632
H 0.42275 2.26136 0.92809
H 1.34657 1.51500 -1.21169
H 2.68779 1.83493 -0.21585
H 3.03309 -0.38691 0.24050
H 1.74203 -0.92340 -0.55032
*
```



Formula: C3H6INO
Source: the Open Molecules 2025 dataset
Level of theory: the ωB97M-V functional and the def2-TZVPD basis

Computed properties:
- energy above the lowest of the compared OMol25 structures with the same formula, charge and spin (kcal/mol) = 86.8
- F_max (eV/A) = 4.3
- orbital gap (alpha / beta) (eV) = 9.07 / 9.07
- HOMO (alpha / beta) (eV) = -8.81 / -8.81
- lowest unoccupied orbital energy (alpha / beta) (eV) = 0.27 / 0.27

Structure (ORCA input):
```
! wB97M-V def2-TZVPD RIJCOSX def2/J DEFGRID3
* xyz 0 1
C -1.41772 1.15675 0.77201
N -0.68237 1.96090 0.07987
O -1.15470 2.59680 -0.85665
H -0.97165 0.43236 1.43542
H -2.47913 0.99443 0.56994
H 0.24138 2.09870 0.32063
C 1.31839 -1.23080 -0.51459
C 0.04785 -1.49954 -0.71096
I -1.07994 -2.77633 0.51730
H 1.58663 -1.38025 0.47165
H 1.95497 -0.80645 -1.25618
H -0.20687 -1.29732 -1.69476
*
```



Formula: C35H51KN8O8S4Se2
Source: the Open Molecules 2025 dataset
Level of theory: the ωB97M-V functional and the def2-TZVPD basis

Computed properties:
- energy above the lowest of the compared OMol25 structures with the same formula, charge and spin (kcal/mol) = 11.4
- F_max (eV/A) = 2.0
- orbital gap (eV) = 4.25
- HOMO (eV) = -1.36
- lowest unoccupied orbital energy (eV) = 2.89

Structure (ORCA input):
```
! wB97M-V def2-TZVPD RIJCOSX def2/J DEFGRID3
* xyz -2 1
K 0.80042 -0.82147 0.66291
O -3.00278 -2.87971 -0.03909
C -1.75880 -2.61689 0.24988
O -0.98101 -1.93980 -0.39142
C -1.32730 -3.32974 1.52630
O -0.14089 -2.76750 2.03623
C 0.93395 -3.68283 2.24702
C 2.29219 -2.94877 2.18992
O 3.02771 -3.06710 3.18182
O 2.53311 -2.31155 1.13570
H -3.30151 -2.56689 -1.00174
H -1.18467 -4.37815 1.24293
H -2.13264 -3.27513 2.26640
H 0.92506 -4.44123 1.45596
H 0.83933 -4.15930 3.22943
O -2.23944 -6.40904 -3.32630
C -2.58914 -5.04178 -3.08114
C -1.95227 -4.08594 -4.10050
C -2.69022 -4.21871 -5.43588
O -2.72598 -5.55221 -5.93962
C -2.06425 -2.63574 -3.61782
Se -3.82494 -2.00969 -2.94894
C -0.46187 -4.40281 -4.32462
Se 0.62485 -4.85210 -2.72274
H -1.29092 -6.45372 -3.07702
H -2.27495 -4.76033 -2.07322
H -3.67605 -4.98032 -3.13334
H -2.19190 -3.59980 -6.19390
H -3.71329 -3.84640 -5.30323
H -2.55875 -6.12981 -5.17364
H -1.80590 -1.97953 -4.45386
H -1.31661 -2.48413 -2.83816
H -0.02411 -3.54529 -4.84213
H -0.38168 -5.24746 -5.01037
N 1.42684 3.48602 1.70383
C 2.21706 3.19629 0.62222
N 2.10022 2.10161 -0.04510
C 3.02434 2.05254 -1.06800
C 3.83588 3.13225 -1.18344
S 3.43082 4.29257 0.03598
C 3.04174 0.83505 -1.89303
C 3.33383 0.75706 -3.21395
S 3.14984 -0.87857 -3.73969
C 2.63872 -1.32795 -2.12686
N 2.64355 -0.32427 -1.28249
N 2.38309 -2.59847 -1.78122
H 1.03413 2.62550 2.08028
H 1.89782 4.01262 2.42423
H 4.64861 3.28487 -1.86851
H 3.55911 1.55614 -3.89544
H 1.88182 -3.22484 -2.40116
H 2.19223 -2.74938 -0.79156
C -4.19298 5.53845 -3.62994
C -3.49766 4.35261 -3.01777
C -4.21273 3.40062 -2.30534
C -3.59388 2.27610 -1.77250
C -4.37652 1.24634 -1.01198
C -2.21988 2.12265 -1.95160
C -1.55569 0.89612 -1.39481
O -0.69464 0.98819 -0.54948
C -1.46814 3.07900 -2.63950
C 0.01603 2.92487 -2.82559
C -2.12878 4.18058 -3.17107
H -5.17303 5.69267 -3.17966
H -4.34131 5.39844 -4.70207
H -3.61136 6.45125 -3.49753
H -5.28016 3.53024 -2.16452
H -5.41643 1.55409 -0.90308
H -3.95767 1.09103 -0.01625
H -4.34274 0.28649 -1.53128
H -1.88233 -0.08403 -1.77921
H 0.49391 2.55250 -1.92398
H 0.47195 3.88265 -3.08196
H 0.23652 2.21927 -3.63084
H -1.55344 4.92579 -3.71024
C 6.00946 -0.36660 2.73891
C 5.07152 -0.33943 1.55280
N 3.93429 0.49757 1.90077
C 3.25998 0.29405 3.08982
N 2.01461 0.62226 3.13561
C 1.28493 0.44703 4.37512
C 2.16912 0.36138 5.60842
C 3.28703 -0.61556 5.31660
N 4.02664 -0.15047 4.15699
C 5.24220 -0.92039 3.91992
H 6.35941 0.64661 2.95516
H 6.87784 -0.99618 2.53504
H 4.73619 -1.35175 1.29857
H 5.54848 0.10092 0.67296
H 3.27325 0.58393 1.14296
H 0.66515 -0.45586 4.30529
H 0.57353 1.27716 4.47693
H 1.59279 0.03980 6.47836
H 2.59781 1.34319 5.83304
H 2.88905 -1.61977 5.12485
H 3.99226 -0.68208 6.15286
H 4.97042 -1.96645 3.73241
H 5.83692 -0.86696 4.83911
S -1.81815 1.46177 2.47848
C -2.27965 2.73522 3.37895
N -3.49293 3.34701 3.34105
C -3.80207 4.25726 4.42161
C -2.46163 4.88788 4.78454
S -1.25553 3.55084 4.56288
H -4.21311 2.87389 2.81772
H -4.22629 3.72307 5.28178
H -4.51749 5.01080 4.08748
H -2.44203 5.24400 5.81166
H -2.22748 5.71175 4.10963
*
```